# 1
{"formula": "C17H23F5INO5P", "method": "ωB97M-V with the def2-TZVPD basis set", "species": ["N", "C", "C", "C", "O", "P", "C", "C", "O", "I", "C", "F", "F", "C", "C", "C", "C", "C", "C", "F", "F", "F", "C", "O", "H", "H", "H", "H", "H", "H", "H", "H", "H", "H", "H", "H", "H", "H", "H", "O", "C", "O", "C", "C", "C", "H", "H", "H", "H", "H", "H", "H", "H"], "positions_angstrom": [[-4.570463, -4.761114, -2.889066], [-5.206290, -3.356854, -2.855524], [-4.497182, -2.509240, -1.644716], [-4.594761, -0.846395, -1.660706], [-3.949597, -0.504962, -0.349418], [-4.041414, -1.827418, 0.793590], [-4.563952, -3.152180, 2.087458], [-3.810121, -4.564149, 1.732927], [-4.562419, -5.567356, 1.200055], [-1.674856, -5.003721, 1.982152], [-2.703485, -0.951225, 1.832107], [-3.378292, 0.250366, 2.452397], [-2.165774, -1.736396, 2.968402], [-1.425404, -0.366602, 0.995184], [-0.767237, -0.978413, -0.372511], [0.547625, -0.310030, -1.145911], [1.296924, 1.015689, -0.534638], [0.667456, 1.632377, 0.884696], [1.484936, 2.942406, 1.494214], [1.189977, 3.131038, 2.939671], [2.952048, 2.612048, 1.351866], [1.263924, 4.152595, 0.665131], [-0.677956, 0.982044, 1.630677], [-5.004594, -2.841450, -0.301892], [-3.702411, -4.783309, -2.301125], [-4.261433, -5.007070, -3.856472], [-6.339476, -3.526242, -2.619655], [-4.982390, -2.869339, -3.895531], [-3.344881, -2.666183, -1.881776], [-3.887007, -0.382513, -2.468756], [-5.696535, -0.390104, -1.612630], [-2.949023, -2.621219, 0.261036], [-5.200177, -1.094611, 1.320669], [-4.478046, -2.804838, 3.201067], [-5.727091, -3.343530, 1.897823], [-1.224028, -1.930321, -0.874859], [0.976384, -0.796305, -2.134424], [2.232083, 1.475582, -1.082131], [-1.058115, 1.475973, 2.635918], [9.759864, 3.236740, 0.140457], [8.562782, 3.499440, 0.241020], [7.632670, 2.570421, -0.080937], [6.225800, 2.701603, 0.189487], [5.530907, 3.460101, -0.923567], [8.111596, 4.874971, 0.625936], [6.052765, 3.144892, 1.174134], [5.823413, 1.683494, 0.234881], [5.911291, 4.480672, -1.013223], [4.452880, 3.506759, -0.744130], [5.707277, 2.971358, -1.887528], [8.088109, 5.508671, -0.265287], [8.830077, 5.286582, 1.341582], [7.143624, 4.897271, 1.121872]], "forces_ev_per_angstrom": [[0.719, 0.838, -0.358], [0.461, -0.425, 0.850], [-0.834, 1.371, -0.981], [0.614, -0.431, 1.268], [-0.348, -1.293, -1.956], [-1.703, -0.734, -0.134], [-0.096, -1.850, 1.083], [-6.586, -4.556, -2.354], [5.329, 6.297, 3.420], [-0.921, 0.399, -0.073], [0.961, 2.151, 1.481], [1.993, -2.360, -0.807], [-1.121, 1.920, -2.427], [4.011, 2.308, -1.422], [1.437, 2.787, 1.248], [-1.012, 2.106, 3.662], [-3.880, -2.342, 1.885], [-1.239, -2.183, -1.393], [0.144, -1.647, -0.550], [1.164, 0.130, -4.826], [-4.035, 1.589, 0.730], [0.866, -3.322, 3.209], [1.938, -1.303, -3.093], [1.480, 1.131, -3.165], [-1.214, 0.126, -0.651], [-0.411, 0.466, 1.171], [2.069, 0.696, -0.667], [-0.771, -0.436, 2.042], [-1.926, -0.076, 1.145], [-1.660, -0.756, 1.193], [2.325, -1.154, -0.521], [0.120, 0.425, 0.207], [0.629, -0.216, 0.008], [0.375, -0.811, -2.020], [2.751, 0.174, 0.220], [0.866, 2.083, 1.244], [-1.129, 1.073, 2.353], [-2.154, -0.955, 1.413], [0.850, -1.211, -2.455], [-2.277, 0.148, 0.104], [1.633, -0.506, -0.429], [0.609, -0.193, 0.230], [-0.269, 0.122, -0.121], [-0.003, 0.147, -0.171], [-0.065, 0.333, 0.682], [0.078, 0.037, -0.128], [0.345, 0.133, 0.000], [-0.085, -0.039, 0.086], [0.133, -0.020, 0.029], [-0.042, -0.030, 0.183], [-0.026, -0.100, 0.127], [0.020, -0.066, -0.346], [-0.112, 0.023, -0.226]], "lowdin_charge": [-0.06, -0.20, -0.34, -0.15, -0.40, 0.55, -0.29, -0.71, -0.18, 0.69, -0.36, -0.11, -0.11, -0.03, 0.02, -0.05, -0.02, -0.05, -0.23, 0.00, -0.04, 0.00, 0.09, -0.34, 0.06, 0.05, 0.12, 0.11, 0.13, 0.12, 0.13, 0.02, 0.06, 0.10, 0.11, 0.08, 0.08, 0.09, 0.11, 0.07, -0.51, -0.01, -0.23, -0.06, 0.00, 0.11, 0.13, 0.07, 0.07, 0.09, 0.10, 0.09, 0.07], "total_charge": -1, "orbital_gap_ev": 7.3, "homo_ev": -5.518, "lumo_energy_ev": 1.79}

---

# 2
{"formula": "C17H23FeN2O4", "method": "ωB97M-V with the def2-TZVPD basis set", "species": ["C", "O", "C", "C", "C", "C", "C", "C", "Fe", "C", "O", "C", "O", "C", "O", "H", "H", "H", "H", "H", "H", "H", "H", "H", "C", "N", "C", "C", "C", "N", "C", "C", "C", "H", "H", "H", "H", "H", "H", "H", "H", "H", "H", "H", "H", "H", "H"], "positions_angstrom": [[-1.867061, -4.653487, 0.752127], [-2.890525, -3.678913, 1.050300], [-2.541248, -2.353544, 1.278199], [-1.255033, -1.971527, 1.794239], [-0.575018, -0.828196, 1.008638], [-1.387013, -0.071108, -0.030546], [-2.765361, -0.274070, 0.009931], [-3.373677, -1.321203, 0.711901], [-2.642452, -2.224518, 3.527738], [-1.725785, -1.104210, 4.454154], [-1.334301, -0.311743, 5.215447], [-2.565041, -3.449192, 4.735065], [-2.580457, -3.999091, 5.756680], [-4.138314, -1.561008, 4.134882], [-4.934406, -0.922541, 4.697493], [-1.979230, -5.486382, 1.473207], [-2.050003, -5.014999, -0.271128], [-0.858131, -4.234745, 0.816182], [-0.547009, -2.769577, 2.083971], [-0.130918, -0.186111, 1.788813], [0.299344, -1.290753, 0.524307], [-1.045498, 0.731735, -0.684631], [-3.410913, 0.393195, -0.580983], [-4.441527, -1.455831, 0.778367], [2.092624, 2.863787, 0.484974], [2.365705, 2.600273, -0.908971], [2.991718, 3.691333, -1.617142], [3.642169, 3.170801, -2.873487], [2.670853, 2.373203, -3.701824], [2.044075, 1.358212, -2.885234], [1.388240, 0.303562, -3.615554], [1.789263, 1.538802, -1.553042], [0.936179, 0.660691, -0.859271], [2.159172, 1.945222, 1.073766], [2.854225, 3.551982, 0.868369], [1.104511, 3.319127, 0.650044], [2.245071, 4.475416, -1.842463], [3.738154, 4.123617, -0.942355], [4.046686, 3.997991, -3.457756], [4.471002, 2.518471, -2.587135], [1.900797, 3.018933, -4.161032], [3.190527, 1.850614, -4.513031], [1.425389, -0.636875, -3.062856], [0.337471, 0.534358, -3.845263], [1.921688, 0.146380, -4.557688], [0.700817, -0.317725, -1.288324], [0.723241, 0.949641, 0.170924]], "forces_ev_per_angstrom": [[-0.340, -0.199, 0.256], [-0.180, 0.902, 0.201], [2.723, -1.088, 1.046], [-1.707, -0.966, -2.482], [0.461, 0.151, 0.803], [-2.230, -0.856, 1.482], [-0.196, 0.145, -0.294], [0.019, 0.221, -0.631], [0.944, -0.194, -4.018], [1.257, 3.307, 3.197], [-0.344, -1.649, -1.751], [0.028, -2.692, 3.883], [0.117, 0.597, -1.844], [-2.931, 2.822, 1.685], [1.457, -1.758, -1.298], [0.148, 0.466, -0.428], [0.019, 0.083, 0.385], [-0.257, -0.091, -0.014], [-0.494, 0.529, -0.022], [-0.011, 0.436, -0.365], [-0.124, -0.114, 0.218], [-0.118, -0.320, 0.439], [0.259, -0.330, 0.342], [-0.123, 0.102, -0.286], [-0.144, -0.044, 0.919], [-1.086, -1.116, -0.332], [0.116, 0.498, -0.372], [0.518, 0.127, -0.097], [0.139, 0.373, -0.389], [-0.624, 0.021, 1.460], [-0.423, -0.760, -0.402], [1.338, 1.494, -1.326], [1.254, -0.080, 0.272], [0.058, 0.221, -0.019], [-0.220, -0.204, -0.134], [0.214, -0.065, -0.118], [0.201, -0.236, 0.102], [-0.126, -0.021, -0.238], [-0.007, -0.072, 0.030], [0.055, 0.087, -0.064], [0.166, -0.210, 0.145], [-0.075, 0.211, 0.135], [0.029, 0.085, -0.187], [0.247, 0.021, 0.053], [-0.128, 0.054, 0.221], [0.011, 0.724, 0.484], [0.112, -0.612, -0.649]], "lowdin_charge": [-0.04, -0.10, -0.35, -0.10, -0.18, -0.09, -0.07, 0.01, 0.23, -0.19, 0.12, -0.19, 0.12, -0.16, 0.12, 0.11, 0.10, 0.08, 0.12, 0.12, 0.11, 0.08, 0.12, 0.12, -0.02, -0.09, -0.14, -0.14, -0.14, -0.09, -0.02, -0.20, 0.14, 0.10, 0.11, 0.12, 0.15, 0.13, 0.13, 0.13, 0.15, 0.14, 0.09, 0.12, 0.11, 0.09, 0.06], "total_charge": 1, "s_squared": 6.07, "multiplicity": 5, "de_lowest_ev": 0.261, "orbital_gap_ev": [7.0, 4.9], "homo_ev": [-9.715, -10.802], "lumo_energy_ev": [-2.67, -5.93]}

---

# 3
{"formula": "C17H23FeO8P", "method": "ωB97M-V with the def2-TZVPD basis set", "species": ["C", "C", "O", "P", "C", "C", "O", "O", "C", "C", "O", "O", "C", "C", "H", "H", "H", "H", "H", "H", "H", "H", "H", "H", "H", "H", "H", "H", "H", "H", "O", "C", "Fe", "C", "O", "C", "O", "C", "C", "C", "C", "C", "C", "H", "H", "H", "H", "H", "H", "H"], "positions_angstrom": [[3.639450, 1.714623, 1.876213], [2.174484, 1.503705, 2.214505], [1.971329, 0.540536, 3.225789], [1.442140, -0.864274, 2.576013], [-0.074454, -1.358135, 3.428749], [-1.328125, -1.212793, 2.845516], [-2.308407, -1.785929, 3.344536], [-1.456216, -0.419168, 1.721676], [-2.725679, -0.597032, 1.152679], [-2.749663, -1.828942, 0.280110], [1.219413, -0.729199, 1.057258], [2.475144, -2.103171, 2.825178], [1.996969, -3.230203, 2.124576], [2.920572, -4.427911, 2.245290], [3.769412, 2.381152, 1.022791], [4.172972, 2.143389, 2.722636], [4.119374, 0.767494, 1.631902], [1.702424, 2.441826, 2.554047], [1.615369, 1.172624, 1.322232], [0.020356, -1.890618, 4.351979], [-3.450597, -0.663271, 1.975323], [-2.951730, 0.312364, 0.585616], [-3.686768, -1.941274, -0.267410], [-1.927346, -1.784693, -0.433772], [-2.596828, -2.722350, 0.888294], [0.991660, -3.466185, 2.515525], [1.868774, -2.926149, 1.068924], [2.533400, -5.284340, 1.691134], [3.911076, -4.187680, 1.858970], [3.040807, -4.719617, 3.288479], [1.918222, 2.478793, -4.483909], [0.903748, 2.409908, -3.970236], [-0.759951, 2.290295, -3.127165], [-0.393048, 3.896363, -2.164385], [-0.179781, 4.835807, -1.557279], [-1.537236, 3.218141, -4.618275], [-2.027282, 3.733610, -5.507591], [-0.429447, 0.966410, -1.473665], [-0.342066, 0.145618, -2.750697], [-1.452156, 0.390321, -3.766136], [-2.554414, 1.161961, -3.429014], [-2.616515, 1.846234, -2.165988], [-1.547081, 1.742543, -1.212204], [0.312402, 0.789109, -0.692040], [0.662252, 0.193891, -3.212406], [-0.436340, -0.920877, -2.440519], [-1.399957, -0.098503, -4.744363], [-3.357238, 1.310923, -4.161931], [-3.480039, 2.475183, -1.942346], [-1.613386, 2.299491, -0.274610]], "forces_ev_per_angstrom": [[0.057, -0.175, 0.356], [-0.211, 1.943, -1.550], [-0.443, -2.889, 0.343], [0.004, 0.367, -3.830], [2.875, 0.602, -0.031], [-3.354, 0.214, -0.661], [1.295, 0.376, -0.373], [1.098, -1.007, 1.886], [-1.656, 0.607, -0.448], [0.207, -0.268, -0.063], [0.335, -0.484, 3.422], [-0.159, 2.209, 1.226], [-0.750, -1.222, -1.325], [0.203, 0.363, 0.383], [-0.212, 0.011, 0.023], [0.061, 0.031, 0.065], [-0.046, -0.088, -0.067], [0.279, -0.366, 0.113], [0.437, 0.470, 0.354], [-0.255, -0.175, 0.369], [-0.017, -0.010, -0.473], [0.234, -0.219, -0.009], [0.013, 0.124, 0.093], [-0.023, 0.085, -0.122], [-0.104, -0.002, -0.002], [0.208, -0.216, -0.147], [0.064, -0.364, 0.433], [-0.109, 0.165, -0.010], [-0.016, 0.027, -0.065], [-0.029, -0.045, 0.032], [-0.023, 0.179, -0.059], [1.620, -0.304, -0.591], [1.177, 2.355, -1.188], [0.464, 1.869, 0.910], [-0.055, -0.290, -0.084], [-0.708, 1.281, -1.595], [0.109, -0.259, 0.259], [-0.268, -0.082, 0.854], [-0.046, -2.063, 0.393], [-0.648, -0.292, -0.364], [-0.212, -0.966, 0.788], [-1.329, -0.177, 0.560], [-0.582, -1.309, 0.019], [-0.126, 0.097, -0.399], [-0.350, -0.111, 0.203], [0.176, 0.236, -0.079], [0.060, 0.158, 0.487], [0.362, -0.042, 0.355], [0.338, -0.211, -0.084], [0.056, -0.134, -0.308]], "lowdin_charge": [-0.06, -0.32, -0.18, 0.65, 0.07, -0.51, 0.09, -0.03, -0.25, -0.04, -0.30, -0.20, -0.33, -0.06, 0.08, 0.07, 0.08, 0.13, 0.08, 0.11, 0.12, 0.11, 0.08, 0.07, 0.08, 0.11, 0.11, 0.08, 0.08, 0.08, 0.14, -0.12, 0.03, -0.08, 0.15, -0.08, 0.16, -0.13, -0.22, -0.14, -0.19, -0.16, -0.21, 0.10, 0.10, 0.13, 0.12, 0.13, 0.11, 0.13], "s_squared": 6.19, "multiplicity": 5, "orbital_gap_ev": [6.6, 5.1], "homo_ev": [-5.955, -7.569], "lumo_energy_ev": [0.65, -2.43]}

---

no.,energy (eV)
1,-60694.66183
2,-63546.76539
3,-78054.13300